16
Properties=species:S:1:pos:R:3:forces:R:3 method="wB97M-V/def2-TZVPD" largest_force_ha_per_bohr=0.0295 molar_mass_g_mol=190.822 smiles=OB(O)c1ccc(Cl)c(Cl)c1 orbital_gap_ha=0.351
O -1.91136 -0.90980 -2.24474 -0.3330 1.0999 0.4744
B -1.62164 -0.03992 -1.18483 -0.4410 -0.8509 -0.3150
O -2.39948 1.08790 -0.98962 -0.0988 -0.7025 -1.3404
C -0.41834 -0.23231 -0.20537 -0.3006 1.2421 0.2677
C 0.82266 -0.56625 -0.70180 -0.0985 -0.6254 -0.1606
C 1.96277 -0.39179 0.04889 0.3057 0.3061 0.2428
C 1.87932 0.15391 1.31813 -0.8310 -0.2780 0.7048
Cl 3.22966 0.09033 2.37992 0.4685 0.2364 -0.1215
C 0.63825 0.58036 1.84282 0.3353 -0.5146 -1.2051
Cl 0.53452 1.32963 3.37718 -0.1444 0.0725 0.2345
C -0.48185 0.39854 1.04448 -0.2089 0.0591 0.1697
H -1.56571 -1.80331 -2.27575 0.3099 0.1874 0.3133
H -3.01890 1.18543 -1.74709 0.3585 -0.0548 0.8117
H 0.86766 -1.02395 -1.67602 0.2922 0.0518 -0.2880
H 2.93187 -0.62936 -0.34864 0.2375 -0.2550 -0.0039
H -1.44944 0.77058 1.36245 0.1490 0.0259 0.2157

---

133
Properties=species:S:1:pos:R:3:forces:R:3 method="wB97M-V/def2-TZVPD" largest_force_ha_per_bohr=0.0601 molar_mass_g_mol=1194.205 smiles=COCCOCCOC.COCCOCCOC.COCCOCCOC.ClCCCl.ClCCCl.ClCCCl.ClCCCl.ClCCCl.ClCCCl.ClCCCl.ClCCCl orbital_gap_ha=0.345
C 19.33126 12.95938 12.78688 0.0656 0.1428 0.1381
O 18.02068 12.79422 12.30354 -0.7729 -0.3949 -0.1757
C 17.71390 11.44118 11.98772 -1.1307 -0.2552 0.8346
C 16.23460 11.31776 11.56992 -0.5405 0.7467 -0.6962
O 15.29479 11.95020 12.44090 1.3778 -0.5109 1.0103
C 13.99853 12.08608 11.92908 -0.5384 0.6252 0.5055
C 12.94645 12.03108 13.06518 0.2981 0.9578 1.4855
O 13.03196 13.04095 14.14238 0.7286 -0.4656 -1.2866
C 12.62041 14.31488 13.66554 -0.0120 0.0471 0.2830
H 19.43961 13.95217 13.22360 -0.1975 0.2893 -0.4117
H 20.00695 12.82958 11.94150 0.5151 -0.1378 0.2751
H 19.54625 12.30695 13.63318 0.1010 -0.5330 -0.2908
H 17.86466 10.78452 12.84454 0.1395 0.2056 0.3667
H 18.36491 11.02637 11.21816 0.0070 0.1697 -0.4212
H 15.87154 10.30231 11.41132 0.6360 -0.5563 0.2940
H 16.12782 11.75070 10.57530 0.0137 0.5034 -0.3353
H 13.74789 11.29265 11.22498 -0.0711 -0.2693 -0.1518
H 14.01258 13.03213 11.38786 -0.6240 0.1550 -0.2148
H 13.07162 11.10320 13.62328 0.0832 -0.1714 -0.1822
H 11.90994 12.10661 12.73650 0.3031 -0.1016 -0.7085
H 12.80399 15.08188 14.41794 0.0674 -0.2703 0.3358
H 11.54911 14.29289 13.46576 -0.0190 0.1066 -0.3518
H 13.17709 14.65500 12.79232 -0.1087 -0.2149 -0.2727
C 11.72591 16.72606 10.39048 -0.3394 0.1448 0.7113
O 11.33599 15.46514 10.98790 -0.2519 0.7564 -0.5679
C 9.99826 15.12998 10.61712 -0.0081 1.0031 -0.0152
C 9.35216 14.02766 11.40452 0.6752 -0.9803 -0.2632
O 10.04344 12.74373 11.25624 -0.6754 0.3630 0.9882
C 9.51807 11.66263 12.07132 -0.1656 0.5586 -1.3721
C 10.13352 10.29425 11.81516 0.1764 -0.0527 1.0325
O 10.09053 9.88789 10.50396 -1.0792 2.6295 -1.2126
C 10.39997 8.61970 10.17247 1.0435 -1.4026 -0.6189
H 11.79923 16.68043 9.30390 0.0800 -0.2222 -0.0298
H 12.63304 17.14992 10.82124 0.4349 -1.0326 -0.0500
H 11.05968 17.54634 10.65768 -0.9030 -0.2251 -0.1045
H 9.85030 15.11740 9.53727 0.5015 -0.8383 -0.3389
H 9.31799 15.94610 10.86062 0.0174 0.6850 0.3605
H 8.31552 14.00707 11.06830 -0.1825 -0.5733 -0.4760
H 9.22312 14.42184 12.41252 0.7062 -0.6701 0.6044
H 8.46293 11.53088 11.83170 -0.3087 0.2797 0.0738
H 9.61875 11.84553 13.14114 0.0595 0.2831 0.1621
H 9.49386 9.64949 12.41784 -0.1178 -0.3846 0.3368
H 11.13407 10.19995 12.23718 0.3349 0.0568 -0.0850
H 11.45653 8.42811 10.35976 0.2727 -0.4753 0.6509
H 10.37044 8.50333 9.08910 -0.5447 0.1639 -0.1199
H 9.74061 7.87781 10.62296 0.0685 -0.2435 0.2259
C 24.17992 14.18277 16.40890 0.3896 -0.2135 0.3656
O 24.40696 13.48641 15.20174 -1.8443 -0.2037 -1.4023
C 23.40121 13.85172 14.17664 0.5834 0.6211 0.8180
C 23.37765 13.05642 12.91266 0.1916 -1.1160 -1.0454
O 22.85032 11.70016 13.04974 0.9852 0.9855 0.1741
C 23.01565 10.90260 11.88712 -2.2358 -0.2165 0.2648
C 22.34141 9.53284 12.15174 0.0963 0.6430 0.7327
O 20.89248 9.59382 12.40004 1.2721 0.8369 -0.3216
C 20.26502 8.34894 12.64178 0.1037 -0.2775 -0.3420
H 24.94656 13.84288 17.10519 -0.0926 -0.1820 0.0440
H 23.19436 13.97935 16.82771 -0.0852 -0.0359 -0.0150
H 24.32500 15.26123 16.34586 -0.1344 0.2496 -0.4459
H 23.61177 14.90208 13.97538 0.2108 0.1135 -0.6617
H 22.34769 13.90368 14.45140 0.1279 -0.4892 1.2129
H 24.32655 13.06101 12.37632 0.4543 -0.4122 0.2834
H 22.71978 13.56460 12.20764 -0.3366 0.3804 0.0951
H 24.05346 10.79287 11.57244 0.1721 -0.2300 0.2516
H 22.45168 11.30265 11.04452 0.0242 0.6595 -0.2474
H 22.85369 9.18860 13.05016 -0.2105 -0.6815 -0.0675
H 22.59114 8.94369 11.26932 -0.2941 -0.4973 0.0636
H 20.54463 7.65691 11.84742 0.0590 -0.3626 0.0935
H 19.17862 8.43577 12.62450 0.1076 0.6236 -0.3229
H 20.44150 7.92188 13.62900 0.6649 0.0096 0.1031
Cl 16.87122 7.40725 12.00718 -0.3791 -0.1737 -0.1505
C 15.28596 6.65803 11.51280 0.3036 0.7234 0.5233
C 14.15434 7.69855 11.62684 0.6233 -0.6417 -0.9855
Cl 13.99282 8.26140 13.27896 -0.3164 0.1286 0.5224
H 15.11642 5.84878 12.22306 -0.0183 0.0276 -0.1530
H 15.48563 6.26335 10.51658 -0.4769 0.1992 0.0054
H 13.22941 7.23470 11.28414 -0.0696 -0.0331 0.2379
H 14.31537 8.57871 11.00436 0.1766 -0.2261 0.0317
Cl 9.70509 13.14263 17.84066 -0.4340 -0.0336 0.4266
C 9.63805 13.84672 16.21990 0.0391 -0.4701 -0.6123
C 10.02287 15.31202 16.27320 0.9564 -0.6334 -0.2365
Cl 9.67266 16.03223 14.68346 -0.3257 0.3771 0.0085
H 8.69223 13.71887 15.69344 -0.4263 0.0122 0.7225
H 10.30632 13.18441 15.66958 0.4589 0.6722 -0.2645
H 11.10704 15.37955 16.36330 -0.0962 0.1354 0.2963
H 9.54581 15.84480 17.09580 -0.1654 0.0020 -0.3417
Cl 19.61681 12.52436 8.96752 -0.4159 -0.4243 0.0219
C 18.33685 11.59860 8.05923 0.8920 0.4871 -0.1436
C 18.62167 11.80644 6.58632 -0.4307 0.4600 -0.4098
Cl 18.31073 13.53457 6.13482 0.0726 -0.3633 0.0613
H 17.36563 12.00751 8.33787 0.1197 -0.1220 0.0463
H 18.43800 10.55178 8.34566 -0.0893 0.0941 -0.0070
H 17.94598 11.23840 5.94688 -0.0058 -0.1408 0.1983
H 19.64896 11.59307 6.29094 -0.1051 -0.0317 0.2807
Cl 14.15865 9.98851 16.34850 -1.5829 -0.6978 0.9336
C 15.76127 10.34349 15.81968 0.5381 0.9087 -0.3412
C 16.64153 9.09894 15.81460 -1.1555 0.2157 -0.5757
Cl 18.19001 9.50314 15.10834 0.8472 0.1914 -0.0587
H 16.10469 11.18798 16.41718 0.3621 -0.3398 0.1996
H 15.54509 10.75487 14.83370 0.8542 -0.2564 -0.3740
H 16.17628 8.42215 15.09796 0.0506 -0.3158 0.3241
H 16.79352 8.61807 16.78092 -0.1423 0.2565 -0.0656
Cl 16.74120 13.71526 17.49126 0.2166 -0.2227 0.1276
C 17.44888 13.59050 15.85118 -0.7577 0.3117 -0.6569
C 16.31243 13.99151 14.82856 1.4256 0.4438 0.7135
Cl 15.89161 15.76025 15.09572 -0.0407 -0.8132 -0.1066
H 17.85026 12.58396 15.73340 -0.6067 -0.2442 -0.2250
H 18.36261 14.18480 15.84844 -0.4581 0.5532 -0.2384
H 15.43200 13.36576 14.97474 -0.0480 0.3075 0.0220
H 16.62763 13.96451 13.78548 0.1473 -0.3358 0.2576
Cl 22.96980 8.73311 15.62606 -0.1192 0.3120 -0.2488
C 22.61717 10.44603 16.04950 -0.2431 0.6589 0.3714
C 21.22243 10.89086 15.51900 0.9234 -1.4573 0.4411
Cl 20.81109 12.54626 16.04831 0.0255 -0.4280 0.1783
H 23.43048 11.10689 15.74968 -0.0650 -0.2425 -0.5091
H 22.66606 10.41405 17.13792 -0.4576 0.2605 -0.0243
H 20.52776 10.16683 15.94482 -0.2557 0.4846 0.1116
H 21.14384 10.81037 14.43482 0.2236 0.2989 0.1087
Cl 15.29330 9.30162 8.67627 0.0877 0.3358 1.4685
C 14.60312 9.12618 7.09346 1.0939 -0.2465 -1.4270
C 13.28488 8.44341 7.00220 -1.1622 0.4159 1.0932
Cl 13.33932 6.86823 7.82738 -0.0478 -0.3762 -0.2172
H 15.36684 8.50392 6.62696 -0.2027 0.2140 -0.6306
H 14.59491 10.12837 6.66492 -0.1983 -0.1938 -0.2459
H 12.87502 8.34215 5.99728 0.5160 -0.1690 -0.0531
H 12.54342 9.00883 7.56666 -0.0379 0.1003 -0.0170
Cl 15.17000 16.58000 9.64522 0.2389 0.3281 0.0884
C 16.05381 15.24957 10.44166 -1.0651 -0.9921 -0.0786
C 17.46820 15.16081 10.03053 1.7621 0.8360 -0.0914
Cl 18.39851 16.55232 10.68456 0.1439 0.6989 0.1272
H 15.51690 14.38362 10.05442 0.1558 -0.2824 0.1963
H 15.89626 15.28402 11.51966 0.1475 0.2462 -0.0859
H 17.62219 15.22629 8.95344 -0.2664 -0.2432 0.0405
H 18.10122 14.38177 10.45536 -1.0595 -0.6426 -0.1632

---

48
Properties=species:S:1:pos:R:3:forces:R:3 method="wB97M-V/def2-TZVPD" largest_force_ha_per_bohr=0.0785 molar_mass_g_mol=382.558 smiles="Cc1sc2c(c1-c1ccccc1)CN(CCCn1cncc1C)C(=S)N2" orbital_gap_ha=0.303
C -3.35805 1.81451 4.70351 0.0566 -0.8360 0.1546
C -1.94702 1.40398 4.31024 -1.9997 -0.3318 -1.8695
S -0.62967 2.06124 5.21569 0.0768 -0.0113 -0.7976
C 0.47051 1.45021 4.03787 0.4396 -0.4748 -2.0997
C -0.18310 0.63020 3.12443 1.2586 0.4281 -1.2948
C -1.65771 0.65226 3.15713 1.0793 1.9028 2.8259
C -2.69845 0.11152 2.21589 -0.0455 1.4990 -1.3134
C -2.53579 -1.20874 1.83431 -0.8410 -1.3294 -1.6996
C -3.31861 -1.75250 0.77521 -1.5901 2.7870 -0.9478
C -4.26925 -0.89376 0.08540 0.9631 -1.0392 1.7778
C -4.50608 0.42248 0.51560 2.9421 -2.0367 1.6245
C -3.70934 0.96941 1.49056 2.9447 -1.9134 1.9948
C 0.71088 0.17683 1.94812 0.7549 1.1268 1.1922
N 1.51343 1.37927 1.46434 0.4443 0.6343 0.4453
C 1.66272 1.71995 -0.00488 0.4069 -0.7102 1.8842
C 2.82429 0.95287 -0.59959 0.8137 -0.9296 -1.0222
C 2.69112 1.16239 -2.11276 1.0137 -1.6712 0.4275
N 3.84680 0.67306 -2.86127 -1.4495 -0.6175 1.0878
C 4.75511 1.48098 -3.42077 -0.9978 2.4932 -1.0782
N 5.68926 0.81151 -3.96764 3.0579 0.5887 -0.6209
C 5.49612 -0.47227 -3.60189 1.7983 -0.0078 -1.6935
C 4.35165 -0.63215 -3.00581 -2.4732 -0.9151 1.9500
C 3.75185 -2.00256 -2.69994 -0.2175 0.9961 1.8444
C 2.30324 2.03494 2.44594 -2.5821 -0.4396 -2.2944
S 3.52626 3.12608 2.21694 0.3048 -0.0876 -0.7426
N 1.81060 1.96808 3.71911 -2.4024 -2.8534 0.6402
H -4.17973 1.37623 4.06346 1.1724 0.2149 0.8219
H -3.45362 1.51860 5.74530 -0.6581 -0.1157 0.1533
H -3.47810 2.88629 4.69255 0.0361 0.4562 -0.1559
H -1.76373 -1.90865 2.19124 -0.3363 0.8006 0.4648
H -3.21684 -2.76020 0.40102 0.2261 -0.0742 0.2005
H -4.85831 -1.26179 -0.73038 -0.1119 -0.4010 -0.2661
H -5.18328 1.08919 0.17998 -2.3859 1.5450 -1.9379
H -3.69462 2.04460 1.64535 -0.1961 -0.2122 0.4016
H 0.08234 -0.36546 1.26883 -0.1292 0.5060 -1.2207
H 1.49561 -0.53893 2.20957 -0.3276 -0.1918 0.5698
H 0.76087 1.35909 -0.51696 -0.0895 0.3570 0.3602
H 1.79176 2.82563 -0.13804 -0.1617 -0.9956 0.3012
H 2.70007 -0.20043 -0.49549 0.4301 2.0173 0.5642
H 3.83912 1.33608 -0.28386 -1.1930 -0.6465 0.0781
H 1.85394 0.55197 -2.40293 -0.7117 0.1896 -0.5083
H 2.55304 2.19856 -2.31961 -0.1807 0.7242 -0.5032
H 4.59896 2.59408 -3.59203 0.0980 -1.6583 0.5885
H 6.13794 -1.27599 -3.83502 0.8184 -0.4821 -0.5034
H 3.26500 -1.95670 -1.66926 0.5109 -0.4055 -1.2294
H 4.54333 -2.82891 -2.67314 -1.1965 1.3554 -0.3379
H 2.95989 -2.14411 -3.43372 0.0406 -0.6688 0.0358
H 2.05615 2.82156 4.10790 0.5892 1.4344 1.7479

---

55
Properties=species:S:1:pos:R:3:forces:R:3 method="wB97M-V/def2-TZVPD" largest_force_ha_per_bohr=0.0499 molar_mass_g_mol=353.384 orbital_gap_ha=0.246 total_charge=-2
C -0.11936 0.35227 -0.30896 0.4070 -1.4561 -0.1417
N 1.06593 -0.51598 0.02608 -0.7982 0.5638 -0.6901
C 0.86368 -1.95528 -0.22547 1.0828 0.7092 -0.6894
O 0.50652 -2.32858 -1.54596 -0.7211 0.2822 0.1319
C 0.31236 1.74862 -0.67767 -1.2037 0.4550 0.1619
C -0.83433 2.80867 -0.69462 0.6645 -0.5849 0.2579
S -1.78100 2.76226 0.85025 -0.1434 0.5660 0.3786
H -0.79023 0.34715 0.54949 -0.0714 0.3349 -0.0246
H -0.68668 -0.12466 -1.12786 0.1228 0.2823 0.0631
H 1.78604 -0.18374 -0.60593 0.4114 -0.2189 0.0359
H 0.05406 -2.24379 0.46235 0.3812 -0.4839 -0.2020
H 1.85452 -2.42218 -0.03638 -0.6804 0.0511 0.6027
H 0.76612 1.83255 -1.66224 0.4995 -0.4457 -0.1924
H 1.01386 2.08102 0.08377 0.2627 0.1058 -0.0048
H -1.53881 2.71757 -1.53539 0.3571 -0.2681 -0.0146
H -0.23368 3.70893 -0.87395 -0.6088 0.4307 0.2497
H -3.13661 -1.64330 -1.14256 -0.1126 -0.1564 0.4543
H -1.75918 -1.64799 -0.64447 0.2174 -0.1037 0.3078
O -2.65846 -1.55561 -0.29679 -0.0082 -0.4016 -0.9146
H 3.43222 -0.46266 1.89454 0.0880 -0.1985 0.1689
H 3.64012 -0.25618 0.43295 0.3008 -0.1128 -0.1750
O 4.11777 -0.56249 1.21960 -0.3570 0.2287 0.0600
H -3.35807 -1.03003 1.45304 -0.3584 0.4995 0.2207
H -4.34415 0.08321 1.13401 0.4084 0.0746 0.2163
O -3.86332 -0.31458 1.88592 -0.2901 -0.6866 -0.0721
H 4.12932 0.09036 -2.25341 -0.0616 0.0246 -0.0615
H 2.82660 -0.98871 -2.62441 0.0484 0.2103 -0.2506
O 3.40385 -0.37673 -1.83192 -0.5278 0.3919 -0.0902
H -2.89989 -0.11020 -2.10017 -0.1684 0.1738 0.0765
H -1.98601 -0.46616 -3.21271 -0.3346 -0.5647 -0.3818
O -2.93076 -0.58204 -2.93658 0.4543 0.3433 -0.0054
H 2.59013 -2.55312 -3.45429 -0.0223 0.1345 -0.0829
H 1.15706 -2.03513 -2.29388 -0.2496 -0.2614 1.0716
O 2.14367 -1.69778 -3.43424 0.0945 -0.1529 -0.0257
H 4.12345 -1.59696 -1.37048 1.4198 -0.9689 0.2379
H 4.80820 -2.34472 -0.19158 0.0915 0.0303 0.0341
O 4.83970 -2.32568 -1.15436 -0.8229 0.3340 -0.0536
H -3.84045 0.95829 -0.85028 0.9714 0.5064 0.1695
H -4.01950 1.98074 0.40888 1.3305 -0.1381 -0.7080
O -4.41060 1.32084 -0.18696 -2.5547 -0.1269 0.2079
H 0.18054 1.87810 2.41180 -0.0552 0.3943 -0.1662
H 1.29613 1.42179 3.35919 -0.0290 -0.0592 -0.2824
O 1.01142 2.17587 2.82169 0.0174 0.0256 0.4098
H 0.58249 -0.92946 3.38799 -0.1273 0.1142 -0.0252
H 1.16094 -0.33219 2.09692 0.1383 -0.2390 -0.4179
O 1.41208 -0.63587 2.98657 0.0650 -0.0691 0.3520
H -0.81362 2.87677 4.34759 0.0096 -0.0752 -0.5890
H -2.02516 2.63467 3.39348 0.5003 0.1479 -0.1081
O -1.75554 2.68029 4.32277 -0.4835 -0.1176 0.6251
H 0.35855 -1.09529 -3.86826 0.7970 -0.0983 0.4222
H -0.00568 0.12567 -2.93025 0.6235 -0.2736 0.0453
O -0.29104 -0.41594 -3.66852 -1.2784 0.7951 -0.6832
H -1.66694 -0.23660 2.58335 -0.7961 0.8324 0.2987
H -2.06247 -0.04257 4.14729 -0.2192 0.6975 -0.7458
O -1.62579 -0.57342 3.48102 1.3186 -1.4778 0.5385

---

Results for total energy: -1327.472548; -9379.893020; -1790.622365; -1679.783848 (in Ha, following the order of the records).